Record 1
# H2N2S

2 unconnected molecules or ions with the total composition H2N2S in a non-equilibrium geometry (ωB97M-V/def2-TZVPD, the Open Molecules 2025 dataset).

Each line ends with the Mulliken charge.
Atoms and positions in Å:
N: 0.07 -0.62 -0.49  -0.2481
N: 0.06 0.68 0.05  -0.1733
S: -1.38 -0.19 0.22  0.0729
H: 1.46 -1.28 0.90  0.0602
H: -0.20 1.41 -0.68  0.2883

F_max, Eh/bohr: 0.0651
Energy, hartree: -508.6592
Energy relative to the best compared isomer or geometry (same formula, charge and spin), eV: 3.528
Lowest unoccupied orbital energy (spin up / spin down), eV: -0.1 / -0.9
Orbital gap (spin up / spin down), eV: 9.07 / 8.42



Record 2
# H2N3

A gas-phase ion, H2N3 (charge +1) in a non-equilibrium geometry (ωB97M-V/def2-TZVPD, the Open Molecules 2025 dataset).

Each line ends with the Mulliken charge.
Atoms and positions in Å:
N: -1.89 0.05 0.03  -0.0655
N: -0.79 0.01 0.04  0.8085
N: 0.45 0.06 0.00  -0.4943
H: 1.22 0.76 -0.30  0.3782
H: 1.01 -0.88 0.23  0.3732

SMILES string: N#[N+]N
F_max, Eh/bohr: 0.1382
Energy, hartree: -165.0769
Energy relative to the best compared isomer or geometry (same formula, charge and spin), eV: 0.000
Lowest unoccupied orbital energy, eV: -6.4
Total charge: +1
Orbital gap, eV: 12.10



Record 3
# H2N3O2S

2 unconnected molecules or ions with the total composition H2N3O2S in a non-equilibrium geometry (ωB97M-V/def2-TZVPD, the Open Molecules 2025 dataset).

Each line ends with the Mulliken charge.
Atoms and positions in Å:
N: -2.81 0.74 -0.06  0.0591
N: 0.13 -0.18 0.68  -0.4494
N: 1.57 0.24 0.41  0.0734
O: 2.17 -0.33 -0.46  -0.4082
O: -1.92 1.44 0.46  -0.4882
S: -2.68 -0.85 -0.27  -0.4600
H: -0.58 0.74 0.70  0.4114
H: -0.09 -0.96 0.09  0.2618

F_max, Eh/bohr: 0.0939
Energy, hartree: -714.0235
Energy relative to the best compared isomer or geometry (same formula, charge and spin), eV: 1.733
Lowest unoccupied orbital energy, eV: 4.1
Total charge: -1
Orbital gap, eV: 7.39



Record 4
# H2N3O2S

A gas-phase ion, H2N3O2S (charge -1) in a non-equilibrium geometry (ωB97M-V/def2-TZVPD, the Open Molecules 2025 dataset).

Each line ends with the Mulliken charge.
Atoms and positions in Å:
H: -0.64 1.01 0.93  0.2853
N: -1.55 0.50 0.57  -0.3484
N: -1.27 -0.12 -0.42  0.0193
N: 0.35 -0.01 -0.56  0.4746
O: 0.73 -0.62 -1.58  -0.7605
O: 0.72 -0.70 0.78  -0.4821
S: 0.76 1.61 -0.29  -0.4862
H: 0.91 -1.67 0.57  0.2981

SMILES string: [H]/N=N\[N@+]([O-])(O)[S-]
F_max, Eh/bohr: 0.0455
Energy, hartree: -713.9931
Energy relative to the best compared isomer or geometry (same formula, charge and spin), eV: 2.560
Lowest unoccupied orbital energy, eV: 4.1
Total charge: -1
Orbital gap, eV: 7.55



Record 5
# H2N3O3PS

2 unconnected molecules or ions with the total composition H2N3O3PS in a non-equilibrium geometry (ωB97M-V/def2-TZVPD, the Open Molecules 2025 dataset).

Each line ends with the Mulliken charge.
Atoms and positions in Å:
N: -3.50 0.80 0.19  -0.1452
N: -2.72 -0.37 0.44  -0.2557
N: -2.73 0.36 -0.76  0.0606
O: 2.85 0.15 -1.45  -0.7334
O: 1.35 -1.24 0.08  -0.5081
O: 3.16 0.01 1.08  -0.7172
P: 2.24 0.13 -0.06  0.6902
S: 0.70 1.68 0.06  -0.9186
H: 0.62 -1.31 -0.65  0.2572
H: -1.96 -0.21 1.07  0.2700

F_max, Eh/bohr: 0.0999
Energy, hartree: -1130.6855
Energy relative to the best compared isomer or geometry (same formula, charge and spin), eV: 0.379
Lowest unoccupied orbital energy (spin up / spin down), eV: 5.5 / 5.5
Total charge: -2
Orbital gap (spin up / spin down), eV: 4.69 / 4.70



Record 6
# H2N3O3S

2 unconnected molecules or ions with the total composition H2N3O3S in a non-equilibrium geometry (ωB97M-V/def2-TZVPD, the Open Molecules 2025 dataset).

Each line ends with the Mulliken charge.
Atoms and positions in Å:
N: 0.96 -2.20 0.22  0.2113
N: 1.44 -2.79 1.03  -0.2264
N: 0.60 0.08 0.06  -0.5251
O: -1.78 0.29 0.80  -0.6429
O: -0.69 2.32 -0.16  -0.6617
O: -1.42 0.41 -1.63  -0.6390
S: -1.02 0.85 -0.27  1.0279
H: 1.14 0.49 0.81  0.2331
H: 0.78 0.54 -0.85  0.2228

F_max, Eh/bohr: 0.0790
Energy, hartree: -789.4527
Energy relative to the best compared isomer or geometry (same formula, charge and spin), eV: 1.303
Lowest unoccupied orbital energy, eV: 4.2
Total charge: -1
Orbital gap, eV: 9.28